# 1
# C2HNiO4

A structure of composition C2HNiO4 (ωB97M-V/def2-TZVPD, the OMol25 dataset).

Atoms and positions in Å:
O (1.918, -0.682, -0.023)
O (-2.550, -0.280, 0.141)
O (0.697, -0.200, 0.553)
O (-2.312, 1.082, -0.222)
C (-1.496, -0.913, 0.074)
C (-0.296, -0.366, -0.304)
H (-0.038, -0.435, -1.369)
Ni (3.059, 0.722, 0.126)

Summary:
2S+1	4
HOMO (alpha / beta)	-6.86 / -8.79	eV
max |F|	3.47	eV/Å



# 2
# C3H5N2

The ion C3H5N2 with charge +1 (ωB97M-V/def2-TZVPD, the OMol25 dataset).

Atoms and positions in Å:
C (1.001, -0.700, -0.284)
C (-0.025, -0.353, 0.454)
C (-1.163, 0.618, 0.015)
N (-2.374, 0.012, -0.107)
N (-3.373, -0.466, -0.051)
H (1.623, -1.463, 0.197)
H (1.114, -0.370, -1.229)
H (-0.098, -0.746, 1.362)
H (-1.183, 1.485, 0.732)
H (-0.804, 1.347, -0.874)

Summary:
energy above the lowest of the compared OMol25 structures with the same formula, charge and spin	392.2	kJ/mol
HOMO	-15.54	eV
max |F|	6.35	eV/Å
net charge	+1
structure (SMILES)	C=CC[N+]#N



# 3
# C37H60BrN7O5Si2

A structure of composition C37H60BrN7O5Si2 (ωB97M-V/def2-TZVPD, the OMol25 dataset).

Atoms and positions in Å:
C (3.379, 1.984, 2.240)
C (2.168, 2.161, 1.300)
C (1.240, 0.935, 1.261)
C (0.608, 0.796, -0.149)
C (-0.093, 2.100, -0.594)
Si (-0.587, -0.681, -0.297)
C (-0.005, -1.929, -1.610)
C (1.392, -1.646, -2.150)
O (1.327, -0.710, -3.237)
C (-0.696, -1.646, 1.324)
N (0.496, -2.557, 1.374)
C (1.063, -2.618, 2.740)
O (-2.077, -0.078, -0.879)
Si (-3.287, 0.228, 0.185)
Br (-2.603, 1.294, 2.056)
C (-4.491, 1.386, -0.701)
C (-5.155, 2.419, 0.171)
O (-6.242, 2.329, 0.551)
O (-4.459, 3.524, 0.478)
O (-3.917, -1.213, 0.680)
C (-5.340, -1.375, 0.629)
C (-6.088, -0.717, 1.781)
H (4.270, 2.385, 1.767)
H (3.535, 0.949, 2.530)
H (3.229, 2.548, 3.157)
H (1.601, 3.043, 1.583)
H (2.556, 2.311, 0.298)
H (1.857, 0.048, 1.409)
H (0.487, 0.939, 2.045)
H (1.457, 0.701, -0.823)
H (0.659, 2.851, -0.824)
H (-0.717, 2.525, 0.187)
H (-0.632, 1.930, -1.519)
H (-0.738, -1.996, -2.414)
H (0.026, -2.920, -1.160)
H (1.835, -2.567, -2.530)
H (2.073, -1.232, -1.409)
H (0.412, -0.670, -3.541)
H (-1.571, -2.288, 1.412)
H (-0.641, -1.021, 2.217)
H (1.246, -2.166, 0.810)
H (0.295, -2.656, 3.501)
H (1.718, -3.482, 2.784)
H (1.711, -1.753, 2.910)
H (-3.861, 1.960, -1.387)
H (-5.218, 0.874, -1.318)
H (-3.534, 3.428, 0.206)
H (-5.518, -2.443, 0.716)
H (-5.770, -1.107, -0.330)
H (-6.166, -1.383, 2.636)
H (-5.644, 0.215, 2.121)
H (-7.095, -0.486, 1.446)
N (-1.813, -0.108, 5.324)
C (-0.834, 0.103, 6.257)
C (-1.094, -0.705, 7.332)
C (-2.275, -1.436, 7.033)
C (-2.692, -1.047, 5.787)
H (-1.875, 0.355, 4.435)
H (-0.039, 0.808, 6.075)
H (-0.503, -0.767, 8.231)
H (-2.762, -2.165, 7.660)
H (-3.535, -1.356, 5.192)
N (4.495, 0.090, -2.401)
C (4.829, 0.021, -1.075)
C (6.179, 0.227, -0.969)
C (6.678, 0.433, -2.283)
C (5.615, 0.345, -3.142)
H (3.567, -0.026, -2.773)
H (4.080, -0.168, -0.323)
H (6.745, 0.230, -0.052)
H (7.700, 0.625, -2.564)
H (5.559, 0.442, -4.213)
N (1.369, -7.081, -3.497)
C (1.173, -5.794, -3.917)
C (2.382, -5.293, -4.319)
C (3.347, -6.321, -4.138)
C (2.691, -7.411, -3.633)
H (0.654, -7.690, -3.144)
H (0.193, -5.349, -3.893)
H (2.558, -4.301, -4.701)
H (4.401, -6.265, -4.356)
H (3.048, -8.388, -3.358)
N (0.857, 1.721, -4.825)
C (0.195, 2.839, -4.398)
C (0.246, 3.772, -5.401)
C (0.962, 3.191, -6.480)
C (1.324, 1.924, -6.094)
H (0.982, 0.874, -4.290)
H (-0.250, 2.877, -3.420)
H (-0.183, 4.759, -5.365)
H (1.187, 3.648, -7.429)
H (1.872, 1.155, -6.611)
N (0.761, 2.521, 8.459)
C (0.999, 2.447, 9.804)
C (2.341, 2.634, 10.004)
C (2.936, 2.833, 8.730)
C (1.935, 2.760, 7.798)
H (-0.139, 2.415, 8.024)
H (0.197, 2.268, 10.499)
H (2.842, 2.630, 10.958)
H (3.978, 3.010, 8.521)
H (1.957, 2.857, 6.725)
N (-2.798, 1.355, -7.338)
C (-4.124, 1.047, -7.186)
C (-4.390, 0.985, -5.845)
C (-3.176, 1.272, -5.161)
C (-2.214, 1.499, -6.111)
H (-2.325, 1.461, -8.216)
H (-4.760, 0.898, -8.043)
H (-5.347, 0.760, -5.403)
H (-3.026, 1.308, -4.093)
H (-1.176, 1.744, -6.022)

Summary:
HOMO	-8.22	eV
max |F|	4.57	eV/Å



# 4
# C4H4Br2N2

An isolated molecule of C4H4Br2N2 (ωB97M-V/def2-TZVPD, the OMol25 dataset).

Atoms and positions in Å:
C (-0.972, -1.231, -1.583)
C (0.696, -0.362, -0.124)
C (-1.260, -0.145, -2.317)
C (0.062, 1.050, 0.206)
N (0.214, -1.269, -0.835)
N (0.136, 1.949, -0.870)
Br (-2.466, 0.674, -3.447)
Br (1.704, 2.756, -1.212)
H (-1.737, -1.958, -1.266)
H (1.572, -0.683, 0.311)
H (-0.950, 0.871, 0.335)
H (0.512, 1.380, 1.071)

Summary:
energy above the lowest of the compared OMol25 structures with the same formula, charge and spin	400.9	kJ/mol
HOMO (alpha / beta)	-8.71 / -8.58	eV
max |F|	3.33	eV/Å



# 5
# C30H48FeP2

A structure of composition C30H48FeP2 (ωB97M-V/def2-TZVPD, the OMol25 dataset).

Atoms and positions in Å:
Fe (-0.145, 0.190, -0.632)
C (-0.949, -1.632, 0.264)
C (0.428, -1.811, -0.151)
C (0.397, -0.325, 1.628)
C (-0.955, -0.677, 1.334)
C (1.248, -0.949, 0.669)
C (-2.114, -2.473, -0.115)
H (-1.943, -3.006, -1.054)
H (-3.025, -1.868, -0.209)
H (-2.310, -3.231, 0.660)
C (-2.137, -0.354, 2.177)
H (-3.068, -0.596, 1.654)
H (-2.163, 0.709, 2.439)
H (-2.128, -0.925, 3.119)
C (0.917, 0.315, 2.866)
H (1.560, -0.388, 3.421)
H (0.107, 0.616, 3.540)
H (1.537, 1.197, 2.646)
C (2.732, -0.990, 0.768)
H (3.036, -1.629, 1.612)
H (3.146, 0.010, 0.953)
H (3.183, -1.399, -0.142)
C (0.978, -2.917, -0.968)
H (1.413, -3.686, -0.310)
H (1.785, -2.574, -1.631)
H (0.209, -3.399, -1.578)
C (-1.930, 0.998, -5.814)
C (-1.956, -0.344, -5.911)
C (-1.176, -1.137, -6.915)
C (0.266, -0.635, -7.176)
C (0.979, -0.051, -5.988)
C (1.115, 1.270, -5.802)
C (0.233, 2.327, -6.409)
C (-1.220, 1.905, -6.769)
H (-1.710, -1.147, -7.881)
H (0.258, 0.071, -8.023)
H (-1.127, -2.191, -6.602)
H (-1.243, 1.500, -7.792)
H (-2.636, 1.503, -5.148)
H (-2.719, -0.917, -5.377)
H (-1.811, 2.835, -6.807)
H (0.183, 3.196, -5.731)
H (1.979, 1.665, -5.256)
H (0.697, 2.706, -7.336)
H (0.851, -1.502, -7.521)
H (1.576, -0.765, -5.408)
P (-1.294, 0.161, -2.445)
P (1.457, 1.500, -1.410)
C (-0.556, 1.577, -3.362)
C (0.606, 2.390, -2.769)
H (-1.354, 2.253, -3.695)
H (-0.212, 1.030, -4.242)
H (1.360, 2.614, -3.540)
H (0.239, 3.345, -2.365)
C (2.160, 2.761, -0.314)
H (2.703, 2.267, 0.503)
H (1.352, 3.361, 0.122)
H (2.842, 3.407, -0.886)
C (2.853, 0.624, -2.174)
H (3.174, 1.159, -3.077)
H (2.561, -0.400, -2.445)
H (3.679, 0.571, -1.451)
C (-3.072, 0.263, -2.529)
H (-3.481, -0.653, -2.082)
H (-3.399, 0.361, -3.572)
H (-3.421, 1.120, -1.937)
C (-0.743, -1.366, -3.252)
H (0.327, -1.550, -3.097)
H (-0.912, -1.308, -4.328)
H (-1.315, -2.207, -2.843)
C (-2.356, 4.547, 1.041)
C (-1.591, 3.730, 1.876)
C (-0.978, 2.575, 1.354)
C (-1.145, 2.167, 0.033)
C (-1.908, 2.998, -0.776)
C (-2.492, 4.188, -0.306)
H (-2.822, 5.457, 1.421)
H (-1.473, 3.970, 2.930)
H (-0.351, 2.020, 2.032)
H (-2.065, 2.771, -1.831)
H (-3.047, 4.819, -0.999)

Summary:
2S+1	6
energy above the lowest of the compared OMol25 structures with the same formula, charge and spin	0.0	kJ/mol
HOMO (alpha / beta)	-9.40 / -11.04	eV
max |F|	3.67	eV/Å
net charge	+1



# 6
# C4H7NO2

A structure of composition C4H7NO2 (ωB97M-V/def2-TZVPD, the OMol25 dataset).

Atoms and positions in Å:
O (2.292, -0.143, -0.028)
C (1.181, 0.302, 0.666)
C (0.488, 1.383, 0.187)
N (-1.639, 0.787, -0.362)
C (-1.722, -0.526, -0.438)
C (-0.014, -1.325, 0.189)
O (0.469, -2.373, 0.128)
H (2.454, -1.068, 0.206)
H (1.181, 0.102, 1.740)
H (-0.048, 2.043, 0.850)
H (0.752, 1.756, -0.800)
H (-1.419, 1.168, -1.279)
H (-1.689, -1.058, -1.397)
H (-2.287, -1.047, 0.339)

Summary:
energy above the lowest of the compared OMol25 structures with the same formula, charge and spin	450.2	kJ/mol
HOMO	-8.78	eV
max |F|	1.26	eV/Å



# 7
# CH14NO4

A cluster of 5 separate species, CH14NO4 in total (ωB97M-V/def2-TZVPD, the OMol25 dataset).

Atoms and positions in Å:
C (-0.532, 1.896, 0.221)
N (-0.457, 0.587, -0.454)
H (0.137, 2.561, -0.324)
H (-1.491, 2.366, 0.017)
H (-0.281, 1.866, 1.271)
H (0.487, 0.171, -0.470)
H (-0.639, 0.698, -1.456)
H (-1.002, -0.218, -0.069)
H (5.620, 3.291, -3.577)
H (4.609, 4.505, -3.813)
O (4.786, 3.573, -3.963)
H (2.787, -0.768, 0.128)
H (2.045, -1.996, 0.696)
O (1.989, -1.270, 0.041)
H (-0.140, -1.957, 1.188)
H (-1.676, -2.360, 0.923)
O (-0.935, -1.773, 0.664)
H (-5.797, -3.524, 2.667)
H (-4.530, -3.633, 3.516)
O (-4.981, -4.014, 2.792)

Summary:
energy above the lowest of the compared OMol25 structures with the same formula, charge and spin	140.8	kJ/mol
HOMO	-13.55	eV
max |F|	1.67	eV/Å
net charge	+1



# 8
# C4H7NO

An isolated molecule of C4H7NO (ωB97M-V/def2-TZVPD, the OMol25 dataset).

Atoms and positions in Å:
O (-1.619, -1.006, 0.660)
C (-0.698, -0.177, 0.170)
C (-0.940, 1.252, 0.483)
N (1.129, 0.355, -1.388)
C (1.770, -0.213, -0.337)
C (0.284, -0.617, -0.714)
H (-1.375, -1.917, 0.431)
H (-1.791, 1.576, -0.132)
H (-1.209, 1.408, 1.530)
H (-0.074, 1.838, 0.171)
H (2.018, 0.333, 0.593)
H (2.319, -1.175, -0.404)
H (0.188, -1.657, -1.062)

Summary:
energy above the lowest of the compared OMol25 structures with the same formula, charge and spin	407.1	kJ/mol
HOMO (alpha / beta)	-7.43 / -7.43	eV
max |F|	0.50	eV/Å



Q: Which value of max |F| does entry 5 give?
A: 3.67 eV/Å



Q: The lowest max |F| belongs to which entry?
A: C4H7NO



Q: Look up the max |F| of the seventh one.
A: 1.67 eV/Å